C21H33N7OSTl as an isolated structure in a non-equilibrium geometry, computed with ωB97M-V/def2-TZVPD.

Each line ends with the Mulliken charge.
Cartesian coordinates (Å):
Tl (0.02, 0.53, -0.58)  0.727
C (4.08, 3.18, 2.57)  -1.499
C (2.98, 2.37, 1.94)  0.387
N (2.69, 2.62, 0.73)  0.855
N (2.70, 2.96, -0.39)  -0.792
C (1.61, 3.74, -1.04)  0.517
O (0.50, 3.31, -0.85)  -0.547
C (2.07, 4.80, -1.90)  0.743
C (1.11, 5.61, -2.53)  -0.489
C (1.53, 6.65, -3.33)  -0.636
C (2.89, 6.88, -3.52)  -0.361
C (3.84, 6.08, -2.90)  -0.771
C (3.44, 5.04, -2.09)  -0.202
C (2.21, 1.34, 2.68)  0.883
C (2.61, 0.99, 3.95)  -0.510
C (1.83, 0.09, 4.67)  -0.526
C (0.68, -0.40, 4.08)  -0.850
C (0.37, 0.00, 2.78)  0.154
N (1.11, 0.84, 2.08)  -0.229
H (4.50, 3.89, 1.86)  0.354
H (4.87, 2.49, 2.88)  0.428
H (3.70, 3.71, 3.44)  0.407
H (0.06, 5.42, -2.36)  0.383
H (0.80, 7.29, -3.81)  0.424
H (3.21, 7.69, -4.16)  0.425
H (4.89, 6.26, -3.06)  0.431
H (4.17, 4.39, -1.62)  0.419
H (3.51, 1.40, 4.40)  0.344
H (2.12, -0.21, 5.67)  0.461
H (0.03, -1.08, 4.62)  0.423
H (-0.52, -0.39, 2.30)  0.399
N (-5.75, -0.22, -0.96)  -0.269
C (-4.96, 0.79, -1.77)  -0.687
C (-3.45, 0.57, -1.65)  -0.472
N (-2.78, 1.15, -0.49)  -0.389
H (-6.74, 0.01, -0.94)  0.370
H (-5.43, -0.26, 0.01)  0.305
H (-5.65, -1.16, -1.35)  0.354
H (-5.26, 1.78, -1.43)  0.369
H (-5.28, 0.67, -2.80)  0.393
H (-3.00, 1.00, -2.55)  0.364
H (-3.23, -0.50, -1.66)  0.286
H (-3.12, 0.79, 0.40)  0.196
H (-2.85, 2.17, -0.47)  0.256
C (0.67, -5.69, -2.03)  -1.010
C (-0.78, -5.50, -1.62)  -0.429
N (-1.08, -4.12, -1.19)  -0.088
C (-1.18, -3.55, 0.01)  0.336
S (-1.80, -1.92, 0.08)  -0.502
N (-0.87, -4.14, 1.16)  -0.070
C (-0.24, -5.43, 1.50)  -0.343
C (-1.26, -6.48, 1.92)  -1.006
H (0.84, -6.73, -2.32)  0.350
H (1.36, -5.44, -1.23)  0.265
H (0.92, -5.06, -2.90)  0.355
H (-1.07, -6.19, -0.84)  0.085
H (-1.43, -5.70, -2.47)  0.393
H (-1.29, -3.48, -1.94)  0.232
H (-1.14, -3.58, 1.96)  0.216
H (0.44, -5.23, 2.32)  0.389
H (0.36, -5.76, 0.66)  0.037
H (-1.81, -6.16, 2.80)  0.356
H (-0.74, -7.41, 2.17)  0.349
H (-1.98, -6.69, 1.12)  0.259

Spin multiplicity ... 1
Frontier orbital gap ... 6.54 eV
HOMO level ... -15.737 eV
Calculated total energy ... -1848.28552 Ha
Total charge ... +3

=====

C54H42CsO4P3SSi as an isolated structure in a non-equilibrium geometry, computed with ωB97M-V/def2-TZVPD.

Each line ends with the Mulliken charge.
Cartesian coordinates (Å):
Cs (2.47, 0.85, -0.14)  2.573
C (-1.18, 2.85, -6.59)  -0.473
C (-1.41, 3.76, -5.57)  -0.787
C (-1.32, 3.37, -4.24)  -0.367
C (-0.99, 2.06, -3.89)  -0.288
C (-0.74, 1.16, -4.94)  -0.039
C (-0.84, 1.53, -6.26)  -0.645
P (-0.71, 1.38, -2.17)  1.030
C (-1.04, 2.87, -1.19)  0.268
C (-2.31, 3.34, -0.87)  -0.087
C (-2.48, 4.49, -0.12)  -0.726
C (-1.37, 5.21, 0.31)  -0.531
C (-0.10, 4.76, -0.01)  -0.836
C (0.07, 3.59, -0.75)  -0.727
C (-2.28, 0.43, -2.00)  0.185
C (-3.27, 0.32, -2.99)  -0.904
C (-4.33, -0.56, -2.84)  -0.905
C (-4.41, -1.36, -1.71)  -1.093
C (-3.45, -1.25, -0.72)  0.282
C (-2.38, -0.35, -0.83)  0.052
Si (-0.94, -0.09, 0.43)  1.066
C (-1.84, 0.53, 2.03)  0.282
C (-3.24, 0.50, 2.22)  -0.746
C (-3.85, 1.01, 3.35)  -0.883
C (-3.07, 1.57, 4.36)  -0.870
C (-1.70, 1.63, 4.21)  -0.205
C (-1.07, 1.14, 3.06)  -0.143
P (0.74, 1.31, 2.77)  0.273
C (1.42, -0.18, 3.60)  1.447
C (0.84, -0.70, 4.76)  -0.208
C (1.35, -1.84, 5.36)  -0.654
C (2.45, -2.48, 4.81)  -0.618
C (3.04, -1.97, 3.67)  -0.582
C (2.54, -0.82, 3.06)  -1.376
C (1.15, 2.63, 4.01)  -0.034
C (0.55, 3.88, 3.83)  -0.326
C (0.87, 4.95, 4.65)  -0.675
C (1.82, 4.80, 5.65)  -0.503
C (2.44, 3.57, 5.82)  -0.642
C (2.11, 2.49, 5.01)  -0.636
C (-0.51, -1.88, 0.89)  1.223
C (-0.69, -2.40, 2.19)  -0.501
C (-0.21, -3.64, 2.56)  -0.693
C (0.46, -4.43, 1.64)  -1.188
C (0.64, -3.97, 0.35)  -0.013
C (0.17, -2.71, -0.03)  -0.384
P (0.37, -2.02, -1.73)  0.969
C (-0.66, -3.22, -2.70)  0.520
C (-1.80, -3.82, -2.18)  -0.583
C (-2.64, -4.59, -2.98)  -0.632
C (-2.34, -4.78, -4.32)  -0.546
C (-1.20, -4.19, -4.86)  -0.674
C (-0.38, -3.41, -4.06)  -0.676
C (2.06, -2.53, -2.23)  0.691
C (2.47, -3.84, -2.49)  -0.245
C (3.80, -4.11, -2.75)  -0.699
C (4.76, -3.10, -2.72)  -0.593
C (4.37, -1.79, -2.50)  -0.978
C (3.02, -1.52, -2.30)  -1.178
H (-1.25, 3.15, -7.63)  0.347
H (-1.66, 4.79, -5.82)  0.382
H (-1.51, 4.09, -3.45)  0.411
H (-0.46, 0.14, -4.67)  0.336
H (-0.65, 0.81, -7.05)  0.419
H (-3.18, 2.77, -1.19)  0.349
H (-3.48, 4.83, 0.14)  0.400
H (-1.49, 6.12, 0.89)  0.355
H (0.77, 5.30, 0.33)  0.387
H (1.08, 3.23, -0.94)  0.757
H (-3.21, 0.91, -3.90)  0.369
H (-5.08, -0.64, -3.62)  0.343
H (-5.22, -2.08, -1.60)  0.382
H (-3.51, -1.88, 0.16)  0.459
H (-3.86, 0.07, 1.44)  0.277
H (-4.93, 0.98, 3.44)  0.378
H (-3.54, 1.97, 5.25)  0.372
H (-1.11, 2.08, 5.00)  0.393
H (-0.04, -0.22, 5.18)  0.308
H (0.87, -2.24, 6.26)  0.352
H (2.85, -3.38, 5.27)  0.320
H (3.91, -2.45, 3.24)  0.476
H (3.06, -0.45, 2.19)  0.145
H (-0.19, 4.00, 3.04)  0.528
H (0.39, 5.91, 4.50)  0.402
H (2.09, 5.63, 6.28)  0.351
H (3.20, 3.45, 6.59)  0.396
H (2.60, 1.54, 5.14)  0.366
H (-1.22, -1.80, 2.92)  0.332
H (-0.35, -3.99, 3.58)  0.365
H (0.85, -5.40, 1.92)  0.339
H (1.17, -4.59, -0.36)  0.252
H (-2.04, -3.67, -1.13)  0.214
H (-3.52, -5.04, -2.55)  0.414
H (-2.99, -5.38, -4.95)  0.362
H (-0.96, -4.33, -5.90)  0.392
H (0.51, -2.95, -4.48)  0.428
H (1.75, -4.65, -2.51)  0.348
H (4.10, -5.14, -2.94)  0.390
H (5.81, -3.33, -2.86)  0.376
H (5.08, -0.98, -2.41)  0.345
H (2.73, -0.48, -2.16)  1.005
O (5.95, -0.39, -0.23)  -0.694
S (5.51, 0.98, 0.09)  1.085
O (6.64, 1.86, 0.38)  -0.762
O (4.57, 0.92, 1.26)  -0.816
O (4.70, 1.50, -1.07)  -0.904

Spin multiplicity ... 1
Frontier orbital gap ... 4.94 eV
HOMO level ... -1.344 eV
Calculated total energy ... -4115.90097 Ha
Total charge ... -2

=====

One molecule with the formula C6H10O5 in a non-equilibrium geometry, computed with ωB97M-V/def2-TZVPD.

Each line ends with the Mulliken charge.
Cartesian coordinates (Å):
O (1.06, 2.09, -0.20)  -0.619
C (0.41, 0.77, -0.44)  0.246
C (-0.57, 0.62, 0.64)  -0.441
O (-1.44, 1.72, 0.79)  -0.569
C (-1.47, -0.57, 0.31)  0.072
O (-2.44, -0.39, -0.62)  -0.566
C (-0.57, -1.74, -0.02)  -0.069
O (0.36, -2.18, 0.98)  -0.461
C (0.86, -1.70, -0.27)  -0.355
C (1.55, -0.31, -0.42)  -0.070
O (2.43, 0.04, 0.59)  -0.562
H (0.60, 2.65, -0.83)  0.384
H (-0.09, 0.71, -1.41)  0.199
H (-0.03, 0.45, 1.63)  0.259
H (-0.92, 2.39, 1.14)  0.389
H (-2.03, -0.73, 1.28)  0.254
H (-2.63, 0.56, -0.66)  0.430
H (-1.15, -2.44, -0.67)  0.377
H (1.31, -2.52, -0.87)  0.400
H (2.03, -0.35, -1.43)  0.307
H (2.72, 0.95, 0.49)  0.393

Spin multiplicity ... 1
Frontier orbital gap ... 10.39 eV
SMILES string ... O[C@@H]1[C@@H](O)[C@@H](O)[C@@H]2O[C@@H]2[C@@H]1O
HOMO level ... -9.950 eV
Calculated total energy ... -610.74852 Ha

=====

Result set for relative energy (zero: lowest compared OMol25 entry of this formula, charge and spin): 14.1 6.9 59.0 kcal/mol, one per record in the order listed.